# 1
Density functional theory data (ωB97M-V/def2-TZVPD) for an isolated molecule of C8H10N2O in a non-equilibrium geometry.

## Properties
SMILES string: CN(C)c1ccc(N=O)cc1
Electronic energy, hartree: -495.4573
Energy above the lowest of the compared OMol25 structures with the same formula, charge and spin, kJ/mol: 410.4
Charge: 0
Highest occupied orbital energy, eV: -7.77

Positions of all 21 atoms, in Å:
C1 -2.441 0.055 1.103
N1 -0.990 0.322 1.131
C2 -0.581 0.845 2.372
C3 -0.213 0.111 0.065
C4 1.200 0.183 0.192
C5 2.133 -0.060 -0.757
C6 1.672 -0.551 -1.972
N2 2.593 -0.962 -3.168
O1 3.698 -1.175 -2.997
C7 0.285 -0.615 -2.197
C8 -0.653 -0.283 -1.243
H1 -2.953 0.727 1.793
H2 -2.634 -0.996 1.186
H3 -2.880 0.273 0.049
H4 0.352 0.557 2.801
H5 -1.308 0.710 3.181
H6 -0.305 1.858 2.329
H7 1.630 0.399 1.184
H8 3.186 0.155 -0.422
H9 -0.127 -1.015 -3.145
H10 -1.665 -0.539 -1.487

---

# 2
Density functional theory data (ωB97M-V/def2-TZVPD) for an isolated molecule of C8H10N2O2 in a non-equilibrium geometry.

## Properties
Electronic energy, hartree: -570.5745
Energy above the lowest of the compared OMol25 structures with the same formula, charge and spin, kJ/mol: 760.9
Charge: 0
Highest occupied orbital energy (alpha / beta), eV: -9.16 / -8.87

Positions of all 22 atoms, in Å:
C1 -0.046 -1.575 -2.068
C2 0.868 0.980 -0.456
C3 -0.206 1.148 0.329
C4 -0.824 0.039 1.049
C5 -1.338 -0.957 0.011
C6 -0.354 -1.774 -0.704
C7 1.730 -0.150 -0.381
C8 -0.849 2.519 0.475
N1 0.112 -1.716 -3.246
N2 2.162 -1.028 0.657
O1 2.927 -1.961 0.355
O2 1.720 -0.912 1.812
H1 1.127 1.740 -1.181
H2 -0.363 -0.361 1.920
H3 -1.831 0.362 1.448
H4 -2.010 -1.565 0.497
H5 -2.088 -0.358 -0.610
H6 -0.051 -2.707 -0.163
H7 2.195 -0.410 -1.354
H8 -1.985 2.565 0.285
H9 -0.257 3.149 -0.174
H10 -0.640 2.973 1.500

---

# 3
Density functional theory data (ωB97M-V/def2-TZVPD) for an isolated molecule of C8H10N2S2 in a non-equilibrium geometry.

## Properties
Electronic energy, hartree: -1216.5713
Energy above the lowest of the compared OMol25 structures with the same formula, charge and spin, kJ/mol: 476.5
Charge: 0
Highest occupied orbital energy, eV: -8.51

Positions of all 22 atoms, in Å:
C1 2.494 -1.492 -0.364
C2 2.757 1.254 -0.006
C3 -1.601 -0.769 0.876
C4 -1.671 0.772 0.805
C5 -0.192 -1.180 0.532
C6 -1.367 1.271 -0.605
C7 0.286 -0.747 -0.855
C8 0.038 0.740 -1.063
N1 3.500 -1.376 0.276
N2 1.634 -1.074 -1.172
S1 3.903 0.440 0.689
S2 1.294 1.920 -0.217
H1 -1.698 -1.240 1.843
H2 -2.525 -1.180 0.348
H3 -2.709 1.234 1.062
H4 -1.105 1.286 1.643
H5 0.417 -0.786 1.221
H6 0.183 -2.255 0.662
H7 -2.112 0.858 -1.226
H8 -1.281 2.403 -0.485
H9 -0.388 -1.071 -1.783
H10 0.144 0.990 -2.181